Entry from OMol25: 2 unconnected molecules or ions with the total composition C5H15N2 in a non-equilibrium geometry (ωB97M-V/def2-TZVPD).

## Properties
spin multiplicity: 2
net charge: +2
⟨S²⟩: 0.754
relative energy (zero: lowest compared OMol25 entry of this formula, charge and spin): 25.1 kcal/mol
highest occupied orbital energy (spin up / spin down): -18.2 / -18.2 eV

Last column: Löwdin spin population.
Geometry (Å):
N 2.085 0.666 -0.151  0.693
N -1.657 -0.854 1.793  0.000
C 2.761 -0.044 -1.209  0.087
C 2.738 0.639 1.144  0.078
C -2.318 0.331 -1.812  0.000
C -2.261 0.187 -0.332  0.000
C -1.782 -0.866 0.306  0.000
H -1.415 -1.787 -0.122  0.000
H -2.236 -0.115 2.208  0.000
H -0.708 -0.715 2.141  0.000
H -2.014 -0.574 -2.337  0.000
H 2.767 -0.399 1.500  0.045
H -3.329 0.584 -2.124  0.000
H 3.795 0.295 -1.260  0.010
H -1.994 -1.728 2.214  0.000
H 2.288 0.066 -2.178  0.005
H -1.647 1.133 -2.126  0.000
H 2.818 -1.097 -0.887  0.051
H -2.584 1.054 0.243  0.000
H 1.089 0.450 -0.083  0.016
H 2.154 1.191 1.878  0.005
H 3.748 1.033 1.051  0.008

=====

Entry from OMol25: a gas-phase ion, C5H15N2O (charge +1) in a non-equilibrium geometry (ωB97M-V/def2-TZVPD).

## Properties
net charge: +1
relative energy (zero: lowest compared OMol25 entry of this formula, charge and spin): 17.8 kcal/mol
SMILES: C[C@@H](O)CNCC[NH3+]
highest occupied orbital energy: -13.5 eV

Last column: Mulliken charge in e.
Geometry (Å):
O 0.123 0.251 -1.584  -0.507
N 2.353 -0.574 0.077  -0.235
N 0.278 0.657 1.249  -0.374
C -2.280 0.726 -1.628  -1.618
C -1.094 0.265 -0.788  0.611
C 1.328 -1.512 0.592  -0.604
C 0.486 -0.727 1.635  -0.576
C -0.897 1.075 0.474  -0.840
H 0.376 1.255 2.050  0.203
H -0.803 2.120 0.186  0.386
H -0.430 -1.263 1.892  0.317
H 2.448 -0.631 -0.938  0.335
H -1.248 -0.800 -0.571  0.146
H -3.228 0.488 -1.151  0.399
H 3.275 -0.696 0.491  0.353
H 1.951 0.374 0.312  0.344
H -0.073 0.765 -2.376  0.327
H -1.774 0.964 1.096  0.346
H -2.240 1.804 -1.782  0.419
H 1.119 -0.656 2.528  0.443
H -2.239 0.305 -2.622  0.441
H 1.840 -2.323 1.110  0.420
H 0.730 -1.868 -0.251  0.262

=====

Entry from OMol25: 2 unconnected molecules or ions with the total composition C5H15N2O in a non-equilibrium geometry (ωB97M-V/def2-TZVPD).

## Properties
net charge: +1
relative energy (zero: lowest compared OMol25 entry of this formula, charge and spin): 40.3 kcal/mol
highest occupied orbital energy: -12.7 eV

Last column: Mulliken charge in e.
Geometry (Å):
O -1.789 0.895 2.503  -0.631
N 0.503 -3.026 0.214  -0.502
N -0.964 -0.645 0.457  -0.219
C -0.049 1.433 -1.433  -0.253
C 0.831 0.731 -0.341  -0.979
C 0.730 2.649 -1.925  -1.216
C 1.123 -1.813 -0.117  -0.022
C 0.440 -0.661 0.007  -0.129
H 1.498 2.926 -1.177  0.348
H -0.216 0.739 -2.267  0.318
H -0.962 1.568 -0.870  0.294
H -1.551 1.719 2.930  0.294
H 1.908 0.656 -0.641  0.433
H 2.070 -1.773 -0.643  0.380
H 0.087 3.534 -2.066  0.323
H 0.836 1.406 0.542  0.336
H -1.224 -1.556 0.875  0.397
H 1.460 2.432 -2.697  0.370
H 0.412 -3.746 -0.481  0.182
H -1.675 -0.600 -0.275  0.354
H 0.052 -3.154 1.102  0.232
H -1.188 0.078 1.200  0.395
H -2.567 0.464 2.861  0.294

=====

Entry from OMol25: 2 unconnected molecules or ions with the total composition C5H15N2O in a non-equilibrium geometry (ωB97M-V/def2-TZVPD).

## Properties
net charge: +1
relative energy (zero: lowest compared OMol25 entry of this formula, charge and spin): 50.6 kcal/mol
highest occupied orbital energy: -13.1 eV

Last column: Mulliken charge in e.
Geometry (Å):
O 0.123 3.493 0.270  -0.650
N 1.007 -1.759 2.178  -0.528
N 1.960 -0.317 0.198  -0.295
C -2.253 0.402 -2.092  -0.894
C -1.617 -0.041 -1.012  -0.162
C 0.571 -0.927 -0.071  -0.088
C -0.023 -1.159 1.349  -0.714
C -0.077 0.050 -0.995  -0.464
H 2.586 -0.336 -0.608  0.354
H 2.429 -0.936 0.879  0.410
H 0.183 1.107 -0.927  0.287
H -0.419 -0.193 1.695  0.392
H -1.873 0.887 -2.983  0.273
H 0.835 -2.753 2.132  0.231
H 1.785 0.615 0.573  0.336
H -0.852 -1.832 1.069  0.358
H 0.291 0.050 -2.040  0.515
H -0.443 3.929 0.943  0.323
H 0.665 -1.912 -0.550  0.288
H -2.176 -0.780 -0.449  0.211
H 1.055 -1.480 3.149  0.224
H -3.308 0.196 -2.208  0.271
H -0.450 3.696 -0.502  0.324

=====

Entry from OMol25: a gas-phase ion, C5H15N2O (charge +1) in a non-equilibrium geometry (ωB97M-V/def2-TZVPD).

## Properties
net charge: +1
relative energy (zero: lowest compared OMol25 entry of this formula, charge and spin): 51.5 kcal/mol
SMILES: C[C@@H](O)[C@@H](N)[NH+](C)C
highest occupied orbital energy: -14.0 eV

Last column: Mulliken charge in e.
Geometry (Å):
O -1.880 -0.589 -0.943  -0.595
N 0.502 0.800 -0.755  0.154
N 0.749 -0.129 1.573  -0.455
C -0.980 -1.154 -0.014  0.576
C -0.150 0.033 0.530  -0.647
C 0.642 2.201 -0.536  -0.728
C -1.765 -1.849 1.085  -1.453
C 1.626 0.124 -1.293  -1.050
H -2.662 -2.220 0.683  0.502
H -0.009 2.886 -1.089  0.332
H -2.861 -0.787 -0.670  0.364
H 1.329 -0.884 -1.433  0.339
H -1.979 -1.155 1.949  0.329
H 1.928 0.573 -2.287  0.373
H -1.239 -2.700 1.537  0.339
H 0.380 2.267 0.528  0.358
H -0.353 -1.901 -0.632  0.112
H 2.545 0.256 -0.698  0.435
H -0.253 0.522 -1.389  0.307
H -0.823 0.898 0.763  0.539
H 0.551 0.219 2.583  0.290
H 1.771 2.378 -0.676  0.337
H 1.404 -0.940 1.428  0.244

=====

Entry from OMol25: 2 unconnected molecules or ions with the total composition C5H15N2PS2 in a non-equilibrium geometry (ωB97M-V/def2-TZVPD).

## Properties
spin multiplicity: 3
⟨S²⟩: 2.007
highest occupied orbital energy (spin up / spin down): -6.4 / -8.5 eV

Last column: Löwdin spin population.
Geometry (Å):
S -1.725 -0.733 2.351  0.233
S 1.560 -0.902 -0.303  0.961
P -0.554 -2.010 1.457  0.382
N 0.368 -3.116 2.351  0.134
N -1.375 -3.089 0.523  0.088
C 0.174 1.297 -1.294  0.031
C 0.551 2.598 -2.053  0.005
C 1.373 -2.412 3.183  0.018
C 1.249 0.911 -0.341  0.079
C -0.595 3.142 -2.831  0.002
H 1.232 1.246 0.810  0.017
H -0.806 1.249 -0.732  0.000
H 0.761 3.286 -1.141  0.000
H 0.889 -3.738 1.768  0.004
H 1.354 2.354 -2.625  0.000
H -1.546 3.126 -2.333  0.000
H -0.799 -3.480 -0.169  0.004
H -0.909 2.511 -3.716  0.000
H 1.894 -1.675 2.444  0.017
H -0.451 4.170 -3.030  0.000
H 0.080 0.396 -1.868  0.014
H 0.828 -1.757 3.874  0.001
H -2.417 -3.046 0.293  0.005
H 1.949 -3.287 3.604  0.002
H 2.240 1.365 -0.603  0.004

=====

Entry from OMol25: a gas-phase ion, C5H15N2S (charge +1) in a non-equilibrium geometry (ωB97M-V/def2-TZVPD).

## Properties
net charge: +1
relative energy (zero: lowest compared OMol25 entry of this formula, charge and spin): 66.5 kcal/mol
SMILES: [NH3+]CCNCCCS
highest occupied orbital energy: -11.7 eV

Last column: Mulliken charge in e.
Geometry (Å):
S -1.738 0.382 2.825  -0.263
N 0.041 0.267 -0.140  -0.240
N -0.296 -1.377 -3.512  -0.307
C -0.848 -0.655 -2.254  -0.544
C 0.050 -0.984 -0.966  -0.671
C 0.701 1.385 1.812  -0.777
C 1.229 0.489 0.713  -0.523
C 0.074 0.786 3.084  -0.567
H 1.088 -0.977 -1.458  0.368
H -0.879 0.098 0.518  0.095
H 1.584 2.053 1.983  0.436
H 0.148 1.533 4.008  0.334
H 0.421 -0.148 3.460  0.323
H 0.013 -2.264 -3.217  0.321
H 1.663 -0.458 1.092  0.339
H 0.226 2.287 1.292  0.292
H -2.409 1.256 3.608  0.154
H 2.012 0.936 0.101  0.393
H -1.043 -1.524 -4.237  0.363
H -0.651 0.470 -2.515  0.320
H -0.096 -1.893 -0.395  0.397
H 0.587 -0.901 -3.748  0.396
H -1.876 -0.762 -2.054  0.361

=====

Entry from OMol25: 2 unconnected molecules or ions with the total composition C5H15N2S in a non-equilibrium geometry (ωB97M-V/def2-TZVPD).

## Properties
net charge: +1
relative energy (zero: lowest compared OMol25 entry of this formula, charge and spin): 31.2 kcal/mol
highest occupied orbital energy: -13.1 eV

Last column: Mulliken charge in e.
Geometry (Å):
S 1.050 1.381 -2.119  -0.249
N -0.009 0.665 0.892  -0.100
N 2.940 -2.037 -0.781  -0.614
C 1.447 -0.400 -1.781  -0.567
C -3.773 0.476 1.571  -1.208
C -2.339 0.857 1.528  -0.198
C 2.718 -0.601 -0.990  -0.329
C -1.429 0.287 0.758  0.130
H -1.626 -0.510 0.050  0.324
H 2.366 -2.397 -0.023  0.207
H -4.079 -0.190 0.762  0.335
H 1.563 -0.917 -2.733  0.412
H 2.681 -0.005 -0.055  0.210
H -0.115 1.151 -2.762  0.201
H 3.885 -2.130 -0.423  0.264
H -0.007 1.525 1.447  0.394
H 0.585 -0.861 -1.294  0.228
H 0.620 -0.006 1.331  0.353
H 0.351 0.984 -0.044  -0.060
H -2.038 1.680 2.176  0.225
H -4.423 1.347 1.492  0.344
H 3.611 -0.258 -1.515  0.390
H -3.979 -0.041 2.511  0.309

=====

E across the listed records, respectively: -8389.223 -10449.787 -10448.812 -10448.367 -10448.327 -39364.886 -19234.928 -19236.460 eV.